A 2-piece molecular cluster, C3H8N2O overall in a non-equilibrium geometry, computed with ωB97M-V/def2-TZVPD.

Results
E_LUMO	0.87	eV
structure (SMILES)	C=NC.NC=O
relative energy (zero: lowest compared OMol25 entry of this formula, charge and spin)	217.6	kJ/mol
energy	-303.80925	Eh

Structure (ORCA input):
```
! RIJCOSX wB97M-V def2-TZVPD def2/J DEFGRID3
* xyz 0 1
C -1.9147 0.5019 1.0268
C -2.2611 -0.8272 2.8681
N -2.3759 -0.7303 1.6275
H -0.7671 0.5462 1.1280
H -2.3460 1.4755 1.2324
H -2.0936 0.3606 -0.1226
H -2.5809 -1.7721 3.2720
H -2.0872 0.0664 3.5336
C 2.4405 -0.0185 -1.6796
N 1.3021 -0.0289 -2.4328
O 2.8864 0.9735 -1.1778
H 2.7419 -1.0129 -1.5294
H 1.0339 -0.8827 -2.8873
H 0.9356 0.8082 -2.8591
*
```